1.
# C4H7NO

A 3-piece molecular cluster, C4H7NO overall (ωB97M-V/def2-TZVPD, the Open Molecules 2025 dataset).

Structure (XYZ):
```
13
Properties=species:S:1:pos:R:3:forces:R:3:mulliken_charge:R:1
C 2.1653 0.7233 0.0296 -0.1 0.1 0.5 -1.0583
C -1.8279 -0.8277 -0.4361 -0.3 0.1 0.2 -1.0483
C 1.1076 -0.3155 -0.2019 -2.0 -0.9 -0.7 0.5939
C -0.9565 0.0611 0.3257 5.0 -1.9 -2.7 0.2910
N -0.6427 0.8888 1.1250 -5.1 1.8 2.4 -0.3809
O 1.2586 -1.3876 -0.7007 0.2 0.4 0.2 -0.4808
H -2.2016 1.0263 1.4345 2.7 0.5 0.3 0.2079
H 2.1209 1.0485 1.0705 -0.1 0.1 -0.1 0.3065
H 1.9523 1.5925 -0.5947 0.0 0.0 0.0 0.2769
H 3.1624 0.3263 -0.1814 -0.2 -0.1 -0.1 0.3238
H -1.2261 -1.5731 -0.9587 0.0 0.1 0.1 0.2964
H -2.5182 -1.3213 0.2505 -0.1 0.0 0.0 0.3513
H -2.3941 -0.2416 -1.1623 0.0 0.0 0.0 0.3206
```
Forces are in eV/Å.

Properties
strongest force on any atom = 6.00 eV/A
orbital gap (alpha / beta) = 0.277 / 0.276 hartree
energy = -286.421460 Eh
total charge = 0
HOMO (alpha / beta) = -0.2691 / -0.2687 hartree


2.
# C4H7NO

One molecule with the formula C4H7NO (ωB97M-V/def2-TZVPD, the Open Molecules 2025 dataset).

Structure (XYZ):
```
13
Properties=species:S:1:pos:R:3:forces:R:3:mulliken_charge:R:1
O -1.7365 0.1244 -1.9898 -0.3 0.4 -0.2 -0.3448
N -1.4469 -0.8772 -1.0675 0.5 -0.2 0.4 -0.5429
C -0.4026 -0.5873 -0.4058 -0.5 0.1 -0.2 0.6779
C 0.3421 0.7160 -0.4170 -0.2 0.4 -0.1 -0.8394
C 0.9500 0.2919 0.9561 0.1 0.2 0.1 -0.4647
C 0.1766 -1.0659 0.9095 0.0 -0.1 0.0 -0.4745
H -1.4214 0.9714 -1.5989 -0.2 -0.6 -0.6 0.2668
H 1.0208 0.9296 -1.2492 0.0 -0.3 0.2 0.3303
H -0.4171 1.5406 -0.4516 0.9 -0.1 0.7 0.3737
H 2.0381 0.1692 0.9691 -0.3 0.1 -0.1 0.2459
H 0.6635 0.9526 1.7739 0.0 -0.1 0.0 0.2818
H 0.8093 -1.9585 0.8769 -0.1 0.2 -0.1 0.2383
H -0.5758 -1.2066 1.6943 0.1 0.0 -0.2 0.2516
```
Forces are in eV/Å.

Properties
strongest force on any atom = 1.13 eV/A
orbital gap = 0.383 hartree
energy = -286.503652 Eh
total charge = 0
HOMO = -0.3500 hartree
SMILES string = ON=C1CCC1


What did the second record say?
# C4H7NO

One molecule with the formula C4H7NO (ωB97M-V/def2-TZVPD, the Open Molecules 2025 dataset).

Structure (XYZ):
```
13
Properties=species:S:1:pos:R:3:forces:R:3:mulliken_charge:R:1
O -1.7365 0.1244 -1.9898 -0.3 0.4 -0.2 -0.3448
N -1.4469 -0.8772 -1.0675 0.5 -0.2 0.4 -0.5429
C -0.4026 -0.5873 -0.4058 -0.5 0.1 -0.2 0.6779
C 0.3421 0.7160 -0.4170 -0.2 0.4 -0.1 -0.8394
C 0.9500 0.2919 0.9561 0.1 0.2 0.1 -0.4647
C 0.1766 -1.0659 0.9095 0.0 -0.1 0.0 -0.4745
H -1.4214 0.9714 -1.5989 -0.2 -0.6 -0.6 0.2668
H 1.0208 0.9296 -1.2492 0.0 -0.3 0.2 0.3303
H -0.4171 1.5406 -0.4516 0.9 -0.1 0.7 0.3737
H 2.0381 0.1692 0.9691 -0.3 0.1 -0.1 0.2459
H 0.6635 0.9526 1.7739 0.0 -0.1 0.0 0.2818
H 0.8093 -1.9585 0.8769 -0.1 0.2 -0.1 0.2383
H -0.5758 -1.2066 1.6943 0.1 0.0 -0.2 0.2516
```
Forces are in eV/Å.

Properties
strongest force on any atom = 1.13 eV/A
orbital gap = 0.383 hartree
energy = -286.503652 Eh
total charge = 0
HOMO = -0.3500 hartree
SMILES string = ON=C1CCC1


Please write out number 2 again, unchanged.
# C4H7NO

One molecule with the formula C4H7NO (ωB97M-V/def2-TZVPD, the Open Molecules 2025 dataset).

Structure (XYZ):
```
13
Properties=species:S:1:pos:R:3:forces:R:3:mulliken_charge:R:1
O -1.7365 0.1244 -1.9898 -0.3 0.4 -0.2 -0.3448
N -1.4469 -0.8772 -1.0675 0.5 -0.2 0.4 -0.5429
C -0.4026 -0.5873 -0.4058 -0.5 0.1 -0.2 0.6779
C 0.3421 0.7160 -0.4170 -0.2 0.4 -0.1 -0.8394
C 0.9500 0.2919 0.9561 0.1 0.2 0.1 -0.4647
C 0.1766 -1.0659 0.9095 0.0 -0.1 0.0 -0.4745
H -1.4214 0.9714 -1.5989 -0.2 -0.6 -0.6 0.2668
H 1.0208 0.9296 -1.2492 0.0 -0.3 0.2 0.3303
H -0.4171 1.5406 -0.4516 0.9 -0.1 0.7 0.3737
H 2.0381 0.1692 0.9691 -0.3 0.1 -0.1 0.2459
H 0.6635 0.9526 1.7739 0.0 -0.1 0.0 0.2818
H 0.8093 -1.9585 0.8769 -0.1 0.2 -0.1 0.2383
H -0.5758 -1.2066 1.6943 0.1 0.0 -0.2 0.2516
```
Forces are in eV/Å.

Properties
strongest force on any atom = 1.13 eV/A
orbital gap = 0.383 hartree
energy = -286.503652 Eh
total charge = 0
HOMO = -0.3500 hartree
SMILES string = ON=C1CCC1


Q: strongest force on any atom of number 1 (C4H7NO)?
A: 6.00 eV/A


Repeat the first record exactly.
# C4H7NO

A 3-piece molecular cluster, C4H7NO overall (ωB97M-V/def2-TZVPD, the Open Molecules 2025 dataset).

Structure (XYZ):
```
13
Properties=species:S:1:pos:R:3:forces:R:3:mulliken_charge:R:1
C 2.1653 0.7233 0.0296 -0.1 0.1 0.5 -1.0583
C -1.8279 -0.8277 -0.4361 -0.3 0.1 0.2 -1.0483
C 1.1076 -0.3155 -0.2019 -2.0 -0.9 -0.7 0.5939
C -0.9565 0.0611 0.3257 5.0 -1.9 -2.7 0.2910
N -0.6427 0.8888 1.1250 -5.1 1.8 2.4 -0.3809
O 1.2586 -1.3876 -0.7007 0.2 0.4 0.2 -0.4808
H -2.2016 1.0263 1.4345 2.7 0.5 0.3 0.2079
H 2.1209 1.0485 1.0705 -0.1 0.1 -0.1 0.3065
H 1.9523 1.5925 -0.5947 0.0 0.0 0.0 0.2769
H 3.1624 0.3263 -0.1814 -0.2 -0.1 -0.1 0.3238
H -1.2261 -1.5731 -0.9587 0.0 0.1 0.1 0.2964
H -2.5182 -1.3213 0.2505 -0.1 0.0 0.0 0.3513
H -2.3941 -0.2416 -1.1623 0.0 0.0 0.0 0.3206
```
Forces are in eV/Å.

Properties
strongest force on any atom = 6.00 eV/A
orbital gap (alpha / beta) = 0.277 / 0.276 hartree
energy = -286.421460 Eh
total charge = 0
HOMO (alpha / beta) = -0.2691 / -0.2687 hartree